Density functional theory data (ωB97M-V/def2-TZVPD) for the molecule C4H10N2.

Gap between HOMO and LUMO, eV: 9.482
SMILES: [H]/N=C\N(C)CC
Energy above the lowest of the compared OMol25 structures with the same formula, charge and spin, kJ/mol: 114.5
HOMO energy, eV: -8.595
Total charge: 0

```
16
C4H10N2, DFT ωB97M-V/def2-TZVPD
N 1.0351 2.2409 -0.8622
N 0.2700 0.0131 -0.3082
C 0.3426 1.3913 -0.2389
C 1.0805 -0.6050 -1.3397
C -1.5626 -0.1886 1.4990
C -0.4152 -0.8656 0.6636
H -0.3090 1.8013 0.5867
H -0.8267 -1.7353 0.0655
H -2.2567 0.3407 0.7281
H 0.8380 -0.1391 -2.2829
H 2.1819 -0.6340 -1.0997
H 1.6830 1.8580 -1.5897
H 0.3579 -1.3917 1.3180
H -1.1379 0.5685 2.2147
H 0.7381 -1.6344 -1.3644
H -2.0190 -1.0202 2.0102
```

Here are the Löwdin charges for atoms 1 to 8, given in e: atom 1 (N): 0.0628, atom 2 (N): -0.2008, atom 3 (C): -0.3370, atom 4 (C): -0.0808, atom 5 (C): -0.0989, atom 6 (C): -0.2360, atom 7 (H): 0.1153, atom 8 (H): 0.1140



Density functional theory data (ωB97M-V/def2-TZVPD) for a cluster of 7 separate species, C50H94ClN2O21 in total.

Gap between HOMO and LUMO, eV: 7.141
HOMO energy, eV: -11.239
Total charge: +1

```
168
C50H94ClN2O21, DFT ωB97M-V/def2-TZVPD
Cl 1.7842 5.3392 -7.2345
O 6.8721 -5.9475 1.2316
O 0.9234 -2.2468 7.6724
O 0.4751 -3.6665 5.9698
O 8.6710 1.0838 3.1394
O -0.9559 3.7333 -0.7957
O -5.2641 -4.0507 4.9257
O -1.2163 7.1284 -11.7154
O 7.1816 -4.1130 2.3261
O -0.4178 5.0229 -11.5115
O 9.2712 2.6702 4.6363
O -0.1237 -4.0816 8.1062
O -4.7636 -2.7788 3.1294
O -10.8193 0.0038 1.7681
O 8.9142 -5.5442 2.1179
O 1.3585 1.2652 0.6518
O 8.1649 3.2687 2.8841
O -0.6955 0.8735 -0.1992
O -6.8400 -3.1173 3.5958
O -1.2594 5.6297 -13.4032
O -12.9039 -0.3959 2.1530
O -11.3569 -1.2553 3.5616
N 1.3516 3.9156 -3.5327
N 0.9490 -4.1087 -5.7725
C 1.5350 -1.3484 6.7379
C 2.2137 -0.9451 1.3923
C -3.6551 -0.0913 0.5478
C 0.3967 1.3582 -0.2568
C -7.8826 -3.6598 4.4284
C 8.7090 2.2265 3.5208
C -4.5039 3.9571 -0.1846
C 1.9492 -3.7016 -4.7744
C 2.2453 4.2349 -5.8995
C -3.3796 -2.9409 3.4392
C 2.6198 0.6532 -2.1762
C -0.9915 6.0362 -12.1678
C 0.5009 -0.5564 5.9685
C 1.8214 1.9260 -2.3031
C -2.3032 3.8214 -1.3365
C -5.5977 -3.3829 3.9834
C 1.6307 4.8624 -4.6431
C 1.7364 -0.5950 -2.3954
C 3.5009 -0.9014 2.2497
C 7.5786 2.9377 1.6273
C -14.2420 -0.1412 4.1832
C -0.0898 5.2960 -10.1435
C 2.0712 2.7972 -3.3527
C 2.3957 -1.6491 -3.2859
C 7.3395 -7.2188 0.7421
C 0.7821 2.2367 -1.4205
C 0.3511 4.2264 -2.6946
C 9.9370 1.6746 5.4371
C -5.4106 -0.0933 -1.2492
C 1.4287 -2.7691 -3.6615
C -0.7445 -5.2983 7.6745
C -11.6692 -0.6117 2.5928
C 7.3566 -8.2686 1.8304
C -8.0949 -2.8283 5.6733
C -1.3151 5.2106 -9.2561
C 4.6322 -0.2479 1.4495
C 0.4270 -3.3632 7.1355
C -3.7240 1.7652 -1.1590
C -3.2918 3.0587 -0.4435
C -4.5516 0.7916 -0.3179
C 7.7699 -5.2386 1.9132
C 3.7693 4.0797 -5.8769
C -1.9180 6.6041 -14.2221
C 1.2366 0.2063 1.6329
C 3.9297 -2.3323 2.6360
C -9.4492 -0.0984 2.1578
C 11.3001 1.3274 4.8824
C -13.9545 -0.9709 2.9519
C 8.0209 -3.2684 3.1237
C 0.0251 3.3974 -1.6317
H 0.3943 6.2701 -10.0658
H 9.3004 0.7945 5.5219
H 2.8566 2.5969 -4.0631
H 6.8808 2.1088 1.7319
H -2.0283 5.9941 -9.5069
H 1.6758 -1.8647 1.6353
H -1.3642 7.5398 -14.2284
H 11.8151 0.6478 5.5609
H 2.5081 -1.0034 0.3419
H 3.2719 -2.0558 -2.7706
H 0.9929 0.1802 5.3307
H 0.5010 -2.3059 -4.0223
H 0.7060 -3.3004 -6.3378
H 0.6371 4.5317 -9.8754
H -3.1154 -3.9897 3.5544
H -7.2232 -2.8635 6.3260
H -5.2441 3.4676 0.4484
H -14.8181 -0.9950 2.2907
H -9.1621 -1.1356 2.3178
H -3.0532 0.4845 1.2571
H -2.8365 -2.5162 2.5989
H 4.0714 3.0758 -5.5779
H 1.4338 -1.0504 -1.4503
H -4.2721 2.0654 -2.0613
H 1.4804 0.6635 2.5928
H 7.4694 -2.3431 3.2657
H 1.7437 3.2904 -6.1130
H 4.7732 -0.8102 0.5204
H -1.9468 6.1799 -15.2206
H -8.7766 -3.6390 3.8082
H -1.6333 -5.0795 7.0851
H 0.2153 -0.1592 1.6985
H 3.5559 -3.0352 1.8862
H 11.2152 0.8441 3.9100
H 2.1860 -1.9102 6.0677
H 3.5510 -2.6392 3.6104
H -4.2694 -0.7882 1.1230
H 0.0864 -4.3481 -5.2922
H 3.4300 0.6565 -2.9085
H -1.0338 5.3235 -8.2091
H -6.3828 0.3668 -1.4400
H -15.1031 -0.5481 4.7129
H 2.7739 -3.2233 -5.3043
H 8.3228 -7.0932 0.2904
H -7.6654 -4.6982 4.6750
H -2.3159 3.4057 -2.3493
H 6.6343 -7.4859 -0.0425
H 2.2981 -4.6287 -4.3163
H 2.2468 5.6827 -4.2690
H 3.0768 0.6603 -1.1840
H -0.1013 -1.2125 5.3404
H -4.2232 4.8887 0.3113
H -9.2704 0.4765 3.0657
H -4.9265 -0.2066 -2.2237
H 10.0230 2.1298 6.4212
H -5.2537 1.3328 0.3222
H 8.3482 2.6777 0.9015
H 2.1570 -0.6914 7.3426
H 7.0491 3.8244 1.2902
H -2.9539 -0.6614 -0.0681
H -0.0513 -5.8985 7.0900
H 2.7496 -1.1653 -4.2043
H 8.0841 -8.0189 2.6011
H -13.6928 -1.9963 3.2103
H 0.8065 -0.2859 -2.8877
H -5.5709 -1.0874 -0.8321
H -8.2802 -1.7870 5.4071
H -2.5677 4.8790 -1.4121
H 4.4121 0.7986 1.2142
H 4.2197 4.8233 -5.2195
H -3.1252 -2.3980 4.3488
H 4.1641 4.2376 -6.8786
H 11.9035 2.2279 4.7659
H 1.1525 -3.3491 -2.7766
H 8.2166 -3.7340 4.0881
H -0.1704 -0.0339 6.6504
H -2.8210 1.2441 -1.4954
H -1.8084 4.2466 -9.3869
H -8.8675 0.3213 1.3421
H 7.6213 -9.2378 1.4082
H 8.9596 -3.0633 2.6151
H -13.3895 -0.1407 4.8610
H 5.0155 -2.4250 2.6007
H -4.9945 4.2161 -1.1279
H 3.2965 -0.3156 3.1503
H -2.7810 2.8211 0.4932
H -2.9304 6.7763 -13.8618
H -1.0228 -5.8257 8.5811
H -14.4590 0.8904 3.9042
H 0.6673 5.2911 -4.9148
H -8.9551 -3.2029 6.2272
H 6.3747 -8.3477 2.2983
H -0.1889 5.1472 -2.8655
H 5.5825 -0.2785 1.9853
```

Here are the Löwdin charges for atoms 1 to 8, given in e: atom 1 (Cl): 0.7106, atom 2 (O): 0.0326, atom 3 (O): 0.0416, atom 4 (O): 0.1121, atom 5 (O): 0.1117, atom 6 (O): -0.0026, atom 7 (O): 0.1282, atom 8 (O): 0.1243



Density functional theory data (ωB97M-V/def2-TZVPD) for a structure of composition C34H45O2P2Si2V.

Gap between HOMO and LUMO (spin up / spin down), eV: 8.235 / 6.819
Multiplicity: 3
Energy above the lowest of the compared OMol25 structures with the same formula, charge and spin, kJ/mol: 0.0
HOMO energy (spin up / spin down), eV: -14.203 / -14.211
Total charge: +2
⟨S²⟩: 2.021

```
86
C34H45O2P2Si2V, DFT ωB97M-V/def2-TZVPD
V 0.1345 -0.5441 -0.0010
P 0.0534 1.3721 1.4953
P -2.2908 -0.3190 -0.1144
Si 1.8766 1.2264 -2.5983
Si 2.9176 -1.4493 -1.6597
O 0.6881 -1.5662 1.0664
O 1.6922 -3.8043 -0.1727
C -3.8542 -0.8010 0.5800
C 2.3957 -2.4302 -3.1534
C -5.4131 -0.7828 2.4005
C -0.7607 0.8936 3.0427
C 3.6377 1.5253 -3.1781
C -1.1581 -3.8037 -1.8356
C 1.2214 2.8886 -2.0205
C -4.1744 -0.4353 1.8864
C 0.8802 0.6503 -4.0797
C -0.2790 -0.2149 3.7410
C -0.9226 2.7539 0.7995
C -0.8601 -0.5906 4.9410
C -1.8166 1.6295 3.5764
C 1.6794 2.0199 1.9219
C 1.8625 -0.0415 -1.1518
C 2.7040 1.1024 2.1546
C -1.8724 -1.2732 -2.7668
C -1.2378 -3.5496 -3.1984
C -1.5924 -2.2888 -3.6647
C 3.1921 3.8198 2.4371
C -1.4381 -2.7932 -0.9294
C 4.2070 2.9017 2.6691
C 1.9270 3.3835 2.0708
C -2.3967 1.2481 4.7783
C -2.3095 1.3285 -0.8984
C -4.7554 -1.5295 -0.2019
C 2.8447 -3.1515 -0.1324
C -1.9256 0.1348 5.4566
C -5.9840 -1.8807 0.3299
C 4.7636 -1.3175 -1.4106
C -1.7913 -1.5074 -1.3871
C -2.2862 2.4442 0.1583
C 3.9609 1.5426 2.5339
C -6.3114 -1.5032 1.6254
H -2.1831 2.5222 3.0839
H 3.3801 4.8787 2.5488
H -3.2083 1.8332 5.1907
H -1.6660 -2.1070 -4.7285
H 0.7309 1.4997 -4.7504
H -2.3771 -0.1600 6.3943
H 2.5166 0.0407 2.0506
H -3.4569 0.0902 2.5032
H -1.0738 3.4863 1.5965
H 5.1897 3.2455 2.9613
H -1.4450 -3.0048 0.1353
H 5.2756 -2.2515 -1.6406
H 4.7490 0.8268 2.7285
H -5.6726 -0.5028 3.4124
H -4.4993 -1.8176 -1.2130
H 1.3930 -0.1220 -4.6548
H -6.6864 -2.4479 -0.2651
H -0.2661 3.2297 0.0717
H 4.0366 0.7183 -3.7940
H -1.4267 1.3898 -1.5507
H 1.6914 3.2136 -1.0894
H 2.6751 -3.4816 -3.0857
H -7.2730 -1.7793 2.0366
H -0.9042 -4.7932 -1.4813
H 2.9002 -2.0210 -4.0333
H -3.0357 2.2272 0.9292
H 1.1471 4.1180 1.9110
H -0.1018 0.2649 -3.8187
H -0.4763 -1.4479 5.4772
H -3.1794 1.4405 -1.5508
H 5.1650 -0.5522 -2.0751
H 3.6485 2.4230 -3.8005
H 1.0622 -3.3186 0.3910
H 2.4651 0.4798 -0.3897
H -1.0330 -4.3439 -3.9042
H 1.3214 -2.3616 -3.3195
H 4.3304 1.7012 -2.3532
H 3.0327 -2.5185 0.7324
H 1.4807 3.6247 -2.7849
H 5.0145 -1.0201 -0.3910
H -2.6244 3.3652 -0.3185
H 3.6667 -3.6955 -0.5841
H 0.5501 -0.7888 3.3525
H 0.1387 2.9316 -1.9062
H -2.1800 -0.3025 -3.1343
```

Here are the Löwdin charges for atoms 1 to 8, given in e: atom 1 (V): 0.5370, atom 2 (P): 1.0323, atom 3 (P): 1.0295, atom 4 (Si): 0.4275, atom 5 (Si): 0.6127, atom 6 (O): -0.3674, atom 7 (O): 0.0271, atom 8 (C): -0.3450



Density functional theory data (ωB97M-V/def2-TZVPD) for the molecule C6H2F4O.

Gap between HOMO and LUMO, eV: 7.914
Energy above the lowest of the compared OMol25 structures with the same formula, charge and spin, kJ/mol: 49.0
HOMO energy, eV: -9.262
Total charge: 0

```
13
C6H2F4O, DFT ωB97M-V/def2-TZVPD
F -2.0601 -0.7974 2.9557
F 0.5056 -0.6512 2.9696
F 1.8533 0.6854 1.5458
F 1.0548 2.2646 -0.4741
O 0.1778 0.4436 -2.7153
C 0.6495 0.4018 0.9613
C 0.2751 0.3651 -1.4365
C -0.1508 -0.1901 1.8723
C -0.2326 -0.7453 -2.2351
C -1.5797 -0.3274 1.8540
C 0.5408 0.9971 -0.3034
H 0.3384 -1.6032 -2.7231
H -1.3721 -0.8431 -2.2711
```

Here are the Löwdin charges for atoms 1 to 8, given in e: atom 1 (F): 0.0600, atom 2 (F): 0.0573, atom 3 (F): 0.1029, atom 4 (F): 0.0740, atom 5 (O): 0.1172, atom 6 (C): -0.1215, atom 7 (C): -0.1539, atom 8 (C): -0.2316



Copy entry 1 word for word.
Density functional theory data (ωB97M-V/def2-TZVPD) for the molecule C4H10N2.

Gap between HOMO and LUMO, eV: 9.482
SMILES: [H]/N=C\N(C)CC
Energy above the lowest of the compared OMol25 structures with the same formula, charge and spin, kJ/mol: 114.5
HOMO energy, eV: -8.595
Total charge: 0

```
16
C4H10N2, DFT ωB97M-V/def2-TZVPD
N 1.0351 2.2409 -0.8622
N 0.2700 0.0131 -0.3082
C 0.3426 1.3913 -0.2389
C 1.0805 -0.6050 -1.3397
C -1.5626 -0.1886 1.4990
C -0.4152 -0.8656 0.6636
H -0.3090 1.8013 0.5867
H -0.8267 -1.7353 0.0655
H -2.2567 0.3407 0.7281
H 0.8380 -0.1391 -2.2829
H 2.1819 -0.6340 -1.0997
H 1.6830 1.8580 -1.5897
H 0.3579 -1.3917 1.3180
H -1.1379 0.5685 2.2147
H 0.7381 -1.6344 -1.3644
H -2.0190 -1.0202 2.0102
```

Here are the Löwdin charges for atoms 1 to 8, given in e: atom 1 (N): 0.0628, atom 2 (N): -0.2008, atom 3 (C): -0.3370, atom 4 (C): -0.0808, atom 5 (C): -0.0989, atom 6 (C): -0.2360, atom 7 (H): 0.1153, atom 8 (H): 0.1140